64
Properties=species:S:1:pos:R:3:forces:R:3:lowdin_charge:R:1 method="wB97M-V/def2-TZVPD" total_charge=+2
C -1.53474 -0.00583 -5.22576 0.1 -0.1 -0.5 -0.43
I -1.12515 0.01426 -3.07215 -0.3 -0.1 -0.6 0.81
H -0.59578 0.07757 -5.78284 -0.1 0.0 0.5 0.02
H -2.19212 0.83485 -5.45365 0.2 -0.1 0.4 0.02
H -2.03131 -0.94907 -5.45915 0.1 0.1 0.3 0.01
In 0.18235 -0.04737 0.01318 0.7 -0.4 1.3 0.13
P 0.10859 2.58916 -0.25867 0.1 1.2 -0.5 0.73
C -1.48507 3.48462 -0.18695 -0.3 -0.5 0.2 -0.23
C 1.20941 3.49979 0.88898 0.1 -0.7 0.5 -0.22
H 1.33167 4.53757 0.53754 -0.1 -0.5 0.0 0.08
H 0.99141 4.11988 -1.95143 -0.2 -0.4 0.1 0.08
H 2.18764 2.98913 0.92729 -0.4 0.3 -0.1 0.05
H 1.81447 2.52051 -1.94541 -0.2 0.2 0.0 0.06
H -1.97004 3.25754 0.77501 0.1 0.2 -0.3 0.04
H 0.78714 3.50067 1.90558 0.1 0.1 -0.3 0.05
C 0.84366 3.03035 -1.87298 -0.1 -0.6 -0.1 -0.26
H -1.35074 4.57574 -0.26652 0.2 -0.5 0.0 0.08
H 0.19660 2.65338 -2.67935 0.3 0.3 0.2 -0.01
H -2.13931 3.13190 -0.99814 0.2 0.1 0.2 0.06
P 0.10799 -2.65467 0.08498 0.5 -0.9 -0.5 0.70
C -1.44534 -3.58047 0.30894 -0.3 0.5 0.0 -0.22
C 0.90754 -3.31092 -1.40537 -0.1 0.2 -0.1 -0.25
H 2.15584 -2.63893 1.36178 -0.2 -0.2 0.0 0.04
H 1.40192 -4.27759 1.39087 -0.2 0.4 -0.1 0.08
H 0.75198 -2.94914 2.42087 0.2 -0.2 -0.4 0.02
C 1.20880 -3.19272 1.44585 -0.1 0.6 0.3 -0.22
H 1.86669 -2.79083 -1.52804 -0.2 -0.2 0.0 0.05
H 1.07580 -4.39362 -1.31887 -0.1 0.3 0.0 0.07
H -1.27501 -4.66719 0.36742 0.2 0.4 0.0 0.08
H -2.11998 -3.36209 -0.53073 0.2 -0.1 0.2 0.06
H 0.27355 -3.08348 -2.27302 0.2 -0.2 0.2 0.04
H -1.93118 -3.24410 1.23656 0.1 -0.2 -0.2 0.03
Cl 2.61668 0.00991 0.03468 -0.8 0.0 -0.1 0.02
C 0.09670 -1.83714 4.85269 0.0 -0.3 0.3 -0.10
C -1.19425 -1.71446 4.03923 0.1 -0.5 -0.6 -0.54
C -2.38981 -1.56732 4.97310 -0.3 0.0 0.4 -0.09
P -1.16228 -0.47756 2.65732 0.0 1.5 0.1 1.05
C -2.99507 -0.25273 2.21592 0.8 -0.2 0.4 -0.52
C -3.75231 0.79699 3.03706 -0.6 -0.1 0.0 -0.10
C -3.18501 -0.02994 0.71295 -0.2 0.0 0.2 -0.14
C -0.46657 1.09010 3.43264 -0.5 -0.4 -0.4 -0.55
C -1.05670 1.51364 4.77478 -0.1 0.4 0.2 -0.09
C 1.06476 0.99054 3.53340 0.0 0.1 0.1 -0.12
H 0.20526 -1.00065 5.55314 0.0 -0.3 -0.2 0.08
H 1.01458 -1.91228 4.26265 -0.2 0.0 0.0 0.07
H 0.01804 -2.75599 5.45599 0.1 0.3 -0.2 0.10
H -1.35453 -2.64858 3.47628 0.1 -0.1 0.3 0.09
H -2.39694 -0.62457 5.52641 0.1 -0.2 -0.1 0.07
H -3.34566 -1.63827 4.45322 0.1 -0.2 0.1 0.07
H -2.33294 -2.38528 5.70509 -0.1 0.2 -0.2 0.10
H -3.39065 -1.25703 2.45424 0.0 0.4 -0.1 0.10
H -3.38517 1.81836 2.84881 0.0 -0.3 0.1 0.08
H -4.80250 0.77218 2.69732 0.3 0.1 0.2 0.10
H -3.75893 0.59670 4.12446 0.0 0.1 -0.7 0.07
H -2.68958 -0.81707 0.13450 -0.1 0.1 -0.1 0.03
H -4.26196 -0.09146 0.51375 0.2 0.1 -0.2 0.10
H -2.84381 0.95852 0.36596 0.0 -0.2 0.2 0.06
H -0.77036 1.85590 2.69210 0.3 -0.1 0.1 0.07
H -0.80488 0.81356 5.59175 -0.1 0.5 -0.4 0.08
H -0.60653 2.49584 4.99562 -0.2 -0.3 0.2 0.10
H -2.14644 1.65792 4.72281 0.6 -0.1 0.2 0.06
H 1.56222 0.68517 2.60434 -0.1 0.0 0.1 0.02
H 1.47864 1.97145 3.81311 -0.1 -0.3 0.0 0.10
H 1.33205 0.26652 4.31650 0.1 0.4 -0.3 0.07

---

67
Properties=species:S:1:pos:R:3:forces:R:3:lowdin_charge:R:1 method="wB97M-V/def2-TZVPD" total_charge=+1 relative_energy_kcal_mol=138.9
Cu 0.52016 0.08653 1.01168 0.0 -0.6 -0.4 0.87
C -5.65911 4.60859 2.68450 1.2 1.1 1.5 -0.07
C -4.10670 4.50083 2.95372 -1.2 -1.1 -0.6 -0.28
O -3.65994 3.37149 2.17503 0.8 0.5 0.3 -0.11
H -5.94070 5.63492 2.92005 -0.4 0.0 0.4 0.06
H -6.11052 3.91337 3.39233 -0.4 0.1 -0.3 0.07
H -6.06328 4.47202 1.68147 0.7 -0.4 -0.2 0.07
H -3.86021 4.24935 3.98527 -0.7 -0.4 0.1 0.10
H -3.51349 5.41217 2.87830 -0.1 0.2 -1.1 0.10
H -3.84551 3.58185 1.25692 0.0 0.0 -0.1 0.07
C 6.37314 4.95002 1.39710 0.2 -0.5 -0.2 -0.08
C 5.58952 3.81030 2.17089 2.2 1.1 -2.2 -0.31
O 4.24828 3.92749 1.80196 -1.2 0.1 0.9 -0.09
H 7.44324 5.10380 1.53617 0.1 -0.6 0.7 0.06
H 5.97966 5.94312 1.61390 -0.5 -0.1 0.0 0.06
H 6.33641 4.77514 0.32184 -0.5 0.0 -0.1 0.06
H 5.92214 3.86918 3.20723 -0.9 -0.3 0.4 0.10
H 5.81706 2.84593 1.71670 0.7 -0.1 0.5 0.11
H 3.92960 4.79275 2.06909 -0.1 0.1 0.0 0.08
C 2.92438 -2.57986 -0.65572 -0.7 -0.2 -0.6 -0.08
O 2.35158 -1.40106 -1.25626 0.7 -0.1 0.2 -0.21
C 2.90677 -1.01733 -2.52488 0.5 0.8 1.0 -0.22
C 2.48903 0.38735 -2.87187 -1.8 -0.1 -1.2 -0.21
N 0.99636 0.46817 -3.02039 -0.1 1.5 0.6 -0.06
C 0.47092 1.78243 -3.49460 -0.4 -0.8 -0.1 -0.17
C -1.06596 1.84365 -3.86730 1.1 -0.6 1.1 -0.21
O -1.87100 1.25672 -2.84011 -0.3 -0.5 -1.0 -0.20
C -3.23204 1.22521 -3.28524 0.0 1.1 -0.1 -0.11
H 2.54155 -3.44026 -1.20458 -0.1 -0.2 0.2 0.09
H 2.60168 -2.62600 0.38439 -0.2 0.0 -0.1 0.08
H 4.00895 -2.68860 -0.65710 0.2 0.7 -0.2 0.09
H 2.67210 -1.66199 -3.37191 -0.4 -0.5 0.3 0.13
H 3.99381 -0.97510 -2.45686 0.2 -0.3 0.1 0.12
H 3.05026 0.63679 -3.77236 -0.2 -0.2 -0.9 0.11
H 2.88082 1.19974 -2.25981 -0.5 -0.3 1.0 0.12
H 0.46097 -0.28396 -3.42998 0.7 -0.4 -0.1 0.10
H 0.96954 2.03288 -4.43095 0.2 0.5 -0.1 0.11
H 0.74687 2.48773 -2.71069 -0.2 0.4 -0.2 0.11
H -1.23424 1.34613 -4.82241 0.1 -0.5 -0.1 0.11
H -1.40331 2.86461 -4.04606 0.3 0.4 0.2 0.12
H -3.58718 2.25571 -3.27867 -0.5 0.2 0.6 0.08
H -3.86550 0.55965 -2.69885 0.4 0.2 0.2 0.09
H -3.40071 1.01195 -4.34078 0.7 -0.8 -0.2 0.08
C 0.91212 -1.78748 4.47400 -0.2 -1.5 -0.2 -0.09
O 0.07547 -2.19192 3.38188 -0.5 0.6 -0.1 -0.23
C -0.80096 -3.29779 3.67168 -0.6 0.6 -0.8 -0.21
C -1.92470 -3.40179 2.58693 2.8 -1.2 0.0 -0.17
N -1.30180 -3.68505 1.24260 -0.9 1.2 0.2 -0.06
C -2.31329 -3.98211 0.22150 -0.4 -0.1 0.2 -0.23
C -1.81489 -4.57915 -1.08872 -0.2 1.6 -0.1 -0.20
O -1.09655 -3.53307 -1.83331 -1.2 -1.8 -0.3 -0.20
C -1.05521 -3.92294 -3.22523 2.0 -0.2 0.8 -0.11
H 1.35862 -0.79709 4.38528 -0.5 0.1 -0.4 0.08
H 1.73422 -2.50313 4.46544 0.2 0.0 0.6 0.09
H 0.32703 -1.86188 5.39064 0.3 0.2 0.2 0.09
H -1.28617 -3.22473 4.64498 -0.1 0.7 0.2 0.12
H -0.28325 -4.25202 3.76917 0.6 -0.1 -0.5 0.12
H -2.53844 -2.50149 2.61647 -0.1 -0.2 -0.4 0.12
H -2.43646 -4.30222 2.92672 -0.9 0.1 0.0 0.11
H -0.58334 -4.39468 1.26071 -0.1 -0.1 0.4 0.11
H -2.90173 -3.08594 0.02470 0.3 0.3 -0.3 0.12
H -3.08553 -4.64036 0.61952 0.0 -0.7 0.1 0.11
H -2.65310 -4.89946 -1.70752 -0.4 0.3 0.1 0.11
H -1.29768 -5.52401 -0.92185 1.0 0.2 0.0 0.12
H -1.96124 -4.03335 -3.82107 -0.5 0.5 0.6 0.09
H -0.54991 -4.88752 -3.27383 0.0 -0.3 -0.1 0.08
H -0.32861 -3.24420 -3.67184 -0.4 0.2 -0.3 0.08

---

Calculated orbital gap, 7.100; 5.568 eV (same order as the records).